# 1
{"formula": "C13H55BO17P3", "method": "ωB97M-V/def2-TZVPD", "species": ["C", "C", "O", "B", "O", "P", "O", "P", "P", "O", "O", "O", "H", "H", "H", "H", "H", "H", "H", "H", "H", "H", "H", "C", "O", "H", "H", "H", "H", "C", "O", "H", "H", "H", "H", "C", "O", "H", "H", "H", "H", "C", "O", "H", "H", "H", "H", "C", "O", "H", "H", "H", "H", "C", "O", "H", "H", "H", "H", "C", "O", "H", "H", "H", "H", "C", "O", "H", "H", "H", "H", "C", "O", "H", "H", "H", "H", "C", "O", "H", "H", "H", "H", "C", "O", "H", "H", "H", "H"], "xyz": [[4.2558, -3.6345, 0.8433], [3.6442, -2.1329, 1.2578], [2.2606, -2.1262, 0.8057], [1.2923, -1.6274, 1.7772], [1.5025, -1.1859, 3.1624], [-0.5662, -1.5892, 1.1712], [-0.8090, -0.3174, -0.0452], [-0.8757, -3.6001, 0.2713], [-2.7083, -4.3226, 1.2103], [-3.2457, -5.5280, 0.3381], [-2.3617, -4.7709, 2.8732], [-3.8136, -2.9406, 1.2565], [3.3750, -4.3443, 0.4860], [4.7240, -4.1628, 1.7949], [5.0855, -3.5650, 0.0220], [3.8286, -2.0394, 2.4051], [4.2646, -1.3627, 0.6011], [2.0734, -0.3592, 3.1790], [-1.4986, -1.3887, 2.2541], [-1.8058, -0.1167, -0.0512], [-1.0017, -3.4556, -1.1637], [-1.8498, -5.6482, 2.9085], [-3.4691, -2.2183, 0.6399], [1.0579, -3.1506, -4.0689], [-0.1312, -3.4208, -3.3497], [1.2689, -2.0800, -4.0172], [1.8879, -3.7053, -3.6242], [0.9278, -3.4442, -5.1135], [-0.2927, -4.3775, -3.4134], [-1.9415, -0.1358, 5.3773], [-2.5172, -0.5300, 4.1454], [-0.8851, 0.0930, 5.2187], [-2.4528, 0.7546, 5.7512], [-2.0311, -0.9508, 6.0998], [-3.4537, -0.7265, 4.3175], [2.8897, 2.6864, 1.6135], [3.5934, 1.4787, 1.8379], [1.8415, 2.4545, 1.4108], [2.9554, 3.3182, 2.5028], [3.3190, 3.2049, 0.7526], [4.5195, 1.7161, 2.0149], [3.1897, 6.5499, -0.2377], [3.8934, 5.3421, -0.0133], [2.1415, 6.3179, -0.4404], [3.2554, 7.1816, 0.6515], [3.6190, 7.0683, -1.0986], [4.8195, 5.5795, 0.1637], [-1.4988, -0.5585, -3.1490], [-2.3810, 0.4613, -2.7178], [-1.9303, -1.5306, -2.8990], [-1.3624, -0.4902, -4.2310], [-0.5370, -0.4479, -2.6420], [-1.9719, 1.3114, -2.9529], [7.3283, 3.9804, -0.4595], [7.3125, 5.3907, -0.3357], [6.9121, 3.5393, 0.4491], [6.7212, 3.6823, -1.3178], [8.3573, 3.6368, -0.5906], [7.6872, 5.7539, -1.1560], [-2.2247, -6.6887, -2.6623], [-0.8858, -6.2987, -2.9068], [-2.4988, -6.3993, -1.6452], [-2.8867, -6.1872, -3.3725], [-2.3143, -7.7727, -2.7672], [-0.6711, -6.5683, -3.8160], [-5.9925, -1.2036, 6.0505], [-5.0871, -0.7790, 5.0484], [-5.9647, -2.2938, 6.1157], [-5.6998, -0.7757, 7.0125], [-7.0037, -0.8820, 5.7892], [-5.1337, 0.1915, 5.0137], [-6.9619, -0.9396, 2.3219], [-6.9777, 0.4706, 2.4458], [-7.3780, -1.3808, 3.2306], [-7.5690, -1.2378, 1.4636], [-5.9328, -1.2833, 2.1908], [-6.6029, 0.8338, 1.6254], [3.3342, 10.4396, -1.6262], [4.0380, 9.2318, -1.4018], [2.2861, 10.2077, -1.8289], [3.4000, 11.0714, -0.7370], [3.7636, 10.9580, -2.4871], [4.9641, 9.4693, -1.2248], [-2.4103, -1.0878, -7.4325], [-1.0590, -1.1030, -7.0106], [-2.8727, -2.0443, -7.1780], [-2.9431, -0.2810, -6.9231], [-2.4536, -0.9411, -8.5145], [-0.6753, -0.2421, -7.2496]], "charge": 1, "e_lumo_ev": -4.3067, "homo_lumo_gap_ev": 7.228, "e_above_lowest_ev": 4.597, "mol_weight_g_mol": 587.3}

=====

# 2
{"formula": "C13H5ClF4NO6S", "method": "ωB97M-V/def2-TZVPD", "species": ["F", "C", "C", "F", "C", "O", "C", "F", "C", "F", "C", "O", "O", "N", "O", "C", "C", "C", "C", "S", "C", "Cl", "O", "O", "C", "C", "H", "H", "H", "H", "H"], "xyz": [[4.1880, 0.8563, 0.2254], [3.4113, 1.8846, -0.1710], [3.7606, 2.6259, -1.2347], [4.8590, 2.3541, -1.9659], [3.0221, 3.8396, -1.6097], [3.3221, 4.5404, -2.5909], [1.9335, 4.2208, -0.7005], [1.4501, 5.4674, -0.8270], [1.5352, 3.4298, 0.3163], [0.5131, 3.7811, 1.1105], [2.3192, 2.2624, 0.7501], [2.2986, 1.8799, 1.9366], [-4.9287, -4.5743, 1.0675], [-3.7425, -4.7164, 0.6887], [-3.2274, -5.8349, 0.4422], [-2.9299, -3.5523, 0.5041], [-1.6164, -3.6990, 0.0285], [-0.8373, -2.5775, -0.2206], [-1.3761, -1.2872, -0.0564], [-0.5052, 0.2013, -0.6495], [0.7034, 0.6029, 0.5598], [1.6395, -0.7490, 0.9767], [0.1608, -0.1262, -1.8839], [-1.4920, 1.2592, -0.6126], [-2.6575, -1.1506, 0.5072], [-3.4383, -2.2680, 0.7658], [-1.2311, -4.7028, -0.1289], [0.1922, -2.7078, -0.5379], [0.1580, 1.0563, 1.4061], [-3.0453, -0.1612, 0.7299], [-4.4391, -2.1550, 1.1743]], "charge": -1, "e_lumo_ev": 0.9251, "homo_lumo_gap_ev": 5.771, "e_above_lowest_ev": 0.000, "mol_weight_g_mol": 414.7}

=====

# 3
{"formula": "C13H5EuIN4O7S5", "method": "ωB97M-V/def2-TZVPD", "species": ["Eu", "S", "C", "S", "C", "C", "S", "S", "S", "O", "C", "O", "C", "C", "C", "C", "C", "C", "O", "N", "O", "O", "N", "O", "O", "H", "H", "I", "C", "C", "N", "N", "C", "H", "H", "H"], "xyz": [[-0.4451, 0.1382, 0.7148], [0.0244, 7.3759, -1.4412], [-0.0913, 5.8080, -0.9880], [0.9948, 5.0590, 0.1473], [0.2634, 3.4608, 0.1631], [-0.8170, 3.2972, -0.6569], [-1.7904, 1.8878, -0.9122], [-1.3052, 4.7153, -1.5801], [1.0366, 2.3279, 1.2223], [1.9350, -3.3668, 0.9811], [1.2866, -2.4290, 1.3956], [1.2724, -1.2311, 0.9403], [0.3407, -2.5575, 2.6090], [0.6705, -3.0359, 3.8471], [-0.1845, -2.7896, 4.9440], [-1.2210, -1.8766, 4.8341], [-1.5217, -1.3367, 3.5900], [-0.8947, -1.8618, 2.4075], [-1.3951, -1.6957, 1.2438], [-2.2828, -0.1730, 3.4650], [-2.0269, 0.5642, 2.4612], [-3.0813, 0.1549, 4.3225], [0.0741, -3.3575, 6.2250], [1.0314, -4.0969, 6.3527], [-0.6948, -3.0806, 7.1297], [1.5903, -3.5819, 3.9911], [-1.7493, -1.5454, 5.7164], [-0.2961, -1.8065, -5.6908], [-0.4163, -1.7488, -3.6156], [-0.7177, -2.7998, -2.7739], [-0.6859, -2.3078, -1.5290], [-0.3823, -1.0052, -1.5179], [-0.2112, -0.6468, -2.7826], [-0.9411, -3.8216, -3.0011], [-0.8389, -2.7918, -0.6467], [0.0469, 0.3647, -3.0421]], "spin_multiplicity": 8, "charge": -2, "e_lumo_ev": [3.1440, 3.1440], "homo_lumo_gap_ev": [3.893, 5.029], "e_above_lowest_ev": 0.556, "mol_weight_g_mol": 768.4}

=====

# 4
{"formula": "C13H6AuCl3N3OS", "method": "ωB97M-V/def2-TZVPD", "species": ["Au", "Cl", "C", "C", "C", "Cl", "C", "O", "C", "Cl", "C", "H", "H", "S", "C", "N", "N", "C", "C", "C", "C", "N", "C", "C", "H", "H", "H", "H"], "xyz": [[-0.5819, -0.6052, 1.1024], [-4.8015, 5.1220, -0.0168], [-3.5400, 3.9357, -0.0567], [-3.8556, 2.5937, 0.0459], [-2.8376, 1.6625, 0.0406], [-3.2591, -0.0154, 0.1325], [-1.4625, 2.0047, -0.0228], [-0.4888, 1.1742, 0.0291], [-1.2279, 3.3992, -0.1583], [0.4194, 3.9111, -0.2516], [-2.2246, 4.3494, -0.1797], [-4.8819, 2.2755, 0.1401], [-1.9884, 5.3956, -0.2842], [-0.5487, -4.0715, 4.2388], [-0.5887, -2.9357, 3.1370], [-0.6052, -2.1101, 2.3049], [6.0097, -3.0358, -0.8577], [4.8976, -2.7491, -0.8614], [3.5311, -2.3924, -0.8624], [2.5521, -3.2987, -0.4401], [1.2331, -2.8901, -0.4469], [0.8415, -1.6765, -0.8217], [1.7718, -0.8208, -1.2326], [3.1199, -1.1227, -1.2813], [2.8219, -4.2899, -0.1095], [0.4423, -3.5530, -0.1221], [1.4054, 0.1527, -1.5252], [3.8467, -0.4097, -1.6402]], "charge": -1, "e_lumo_ev": 1.9762, "homo_lumo_gap_ev": 6.959, "mol_weight_g_mol": 555.6}